{"formula": "C50H59Br2CsN9O4", "method": "the ωB97M-V functional and the def2-TZVPD basis", "e_lumo_ev": 2.02, "e_homo_ev": -3.73, "spin_multiplicity": 1, "charge": -1, "homo_lumo_gap_ha": 0.211, "species": ["Cs", "C", "C", "C", "C", "C", "C", "C", "N", "N", "C", "C", "C", "C", "C", "C", "N", "C", "C", "C", "C", "C", "C", "N", "H", "H", "H", "H", "H", "H", "H", "H", "H", "H", "H", "H", "H", "H", "H", "H", "H", "H", "H", "H", "Br", "C", "Br", "H", "H", "C", "O", "C", "C", "C", "C", "C", "C", "N", "C", "N", "C", "C", "C", "C", "C", "C", "O", "C", "N", "C", "C", "C", "C", "C", "C", "O", "C", "H", "H", "H", "H", "H", "H", "H", "H", "H", "H", "H", "H", "H", "H", "H", "H", "H", "H", "H", "H", "H", "H", "C", "C", "C", "C", "N", "N", "C", "H", "H", "H", "H", "H", "H", "H", "H", "C", "C", "C", "O", "H", "H", "H", "H", "H", "H", "H"], "coordinates": [[-0.8836, 0.2416, -0.1820], [-2.9705, -4.3995, -2.2178], [-4.3440, -3.8292, -2.5795], [-4.8668, -2.8134, -1.6049], [-5.9515, -3.1033, -0.7821], [-6.3917, -2.1448, 0.1180], [-5.7138, -0.9404, 0.1865], [-4.6352, -0.7368, -0.6700], [-4.2304, -1.6403, -1.5612], [-1.8034, -3.5518, -2.4461], [-0.6405, -4.3516, -2.0938], [0.6815, -3.6498, -1.8705], [1.8363, -4.1719, -2.4414], [3.0620, -3.6115, -2.1147], [3.0901, -2.5434, -1.2378], [1.8866, -2.0648, -0.7329], [0.7077, -2.6119, -1.0353], [-1.8009, -3.0601, -3.8192], [-0.5003, -2.4523, -4.2733], [0.2694, -3.0898, -5.2398], [1.4778, -2.5287, -5.6210], [1.8771, -1.3504, -5.0189], [1.0291, -0.7701, -4.0832], [-0.1395, -1.2913, -3.7232], [-2.8536, -5.3383, -2.7972], [-2.9711, -4.6690, -1.1586], [-5.0361, -4.6740, -2.6107], [-4.3382, -3.3963, -3.5807], [-6.4364, -4.0692, -0.8507], [-7.2386, -2.3443, 0.7642], [-5.9791, -0.1632, 0.8899], [-4.0673, 0.1822, -0.5641], [-0.4824, -5.1666, -2.8273], [-0.8850, -4.8334, -1.1425], [1.7694, -5.0025, -3.1333], [3.9770, -4.0058, -2.5417], [4.0221, -2.0817, -0.9410], [1.8553, -1.2221, -0.0369], [-2.5721, -2.2922, -3.9000], [-2.0539, -3.8771, -4.5233], [-0.0721, -4.0236, -5.6685], [2.0996, -3.0117, -6.3653], [2.8165, -0.8730, -5.2646], [1.3056, 0.1627, -3.6076], [-2.6170, 2.5077, -3.1164], [-2.8830, 3.4635, -1.4496], [-1.2644, 4.3282, -0.8513], [-3.1705, 2.7417, -0.6638], [-3.6186, 4.2404, -1.6143], [0.5409, 3.6479, 2.4440], [1.5566, 3.8058, 1.4620], [2.6537, 4.5222, 1.7856], [2.7223, 5.4124, 2.8471], [3.8762, 6.1616, 3.0605], [4.9648, 6.0184, 2.2211], [4.9161, 5.0929, 1.1829], [3.7807, 4.3319, 0.9558], [3.7115, 3.3952, -0.0834], [3.2205, 2.0851, 0.1105], [3.4340, 1.6260, 1.3749], [2.5780, 0.8787, 2.2536], [1.5578, 0.0489, 1.8193], [0.8206, -0.5452, 2.8625], [1.0727, -0.3432, 4.2123], [2.1109, 0.5013, 4.6011], [2.8622, 1.1118, 3.6126], [3.9019, 1.9908, 3.8838], [4.0024, 2.4938, 5.1933], [2.7107, 1.4128, -0.8577], [2.6220, 2.0083, -2.1212], [1.4094, 2.4623, -2.6371], [1.3111, 3.0077, -3.9085], [2.4336, 3.0879, -4.7190], [3.6528, 2.6314, -4.2338], [3.7494, 2.1113, -2.9517], [5.0058, 1.7824, -2.4865], [5.1771, 0.3988, -2.1853], [-0.1408, 2.8992, 2.0539], [-0.0029, 4.5829, 2.6047], [0.9649, 3.2840, 3.3833], [1.8649, 5.5378, 3.4930], [3.9112, 6.8618, 3.8856], [5.8621, 6.6023, 2.3806], [5.7783, 4.9362, 0.5448], [4.3019, 3.5330, -0.8870], [4.0197, 2.2548, 1.9036], [-0.0145, -1.2097, 2.6236], [0.4662, -0.8284, 4.9721], [2.3161, 0.6726, 5.6493], [4.7701, 3.2652, 5.1696], [4.2942, 1.7149, 5.9048], [3.0559, 2.9346, 5.5225], [0.5259, 2.4117, -2.0161], [0.3481, 3.3568, -4.2593], [2.3665, 3.5045, -5.7160], [4.5560, 2.6928, -4.8290], [6.1746, 0.3003, -1.7614], [5.1092, -0.1914, -3.1046], [4.4298, 0.0608, -1.4683], [-4.5678, -2.6087, 3.7566], [-3.3537, -2.9994, 2.9837], [-2.1519, -3.5405, 3.3812], [-1.3957, -3.6877, 2.1944], [-2.0849, -3.2654, 1.1460], [-3.2661, -2.8565, 1.6462], [-0.0031, -4.2003, 2.0339], [-4.5075, -3.0135, 4.7656], [-5.4735, -2.9980, 3.2869], [-4.6652, -1.5248, 3.8275], [-1.8552, -3.7861, 4.3877], [-3.9429, -2.4269, 1.0363], [0.0926, -5.2283, 2.3897], [0.7015, -3.5817, 2.5936], [0.2829, -4.1552, 0.9845], [-3.7954, 1.0148, 3.0279], [-3.2629, 2.0554, 2.0338], [-4.1278, 3.3226, 2.0954], [-3.1905, 1.5467, 0.7650], [-3.8121, 1.3855, 4.0590], [-3.1632, 0.1235, 2.9917], [-4.8146, 0.7279, 2.7453], [-2.2620, 2.3518, 2.4287], [-5.1380, 3.0838, 1.7459], [-3.7148, 4.0913, 1.4373], [-4.1930, 3.7372, 3.1074]], "forces_ev_per_angstrom": [[0.169, -0.367, -0.227], [0.016, -0.006, 0.002], [-0.025, 0.007, 0.005], [0.021, 0.036, -0.017], [0.016, -0.051, -0.027], [-0.024, 0.037, 0.035], [0.008, 0.005, -0.010], [0.002, 0.051, 0.055], [0.035, 0.020, 0.021], [-0.017, 0.039, 0.010], [0.010, -0.056, 0.018], [0.014, 0.036, -0.001], [0.006, 0.010, 0.006], [-0.009, 0.005, 0.006], [0.031, -0.020, -0.024], [-0.106, 0.017, -0.013], [0.013, -0.036, -0.015], [-0.003, -0.017, -0.045], [-0.008, -0.012, -0.002], [0.011, 0.015, -0.009], [-0.007, -0.006, -0.008], [-0.011, -0.006, -0.002], [0.006, 0.004, 0.006], [0.025, 0.008, -0.009], [-0.006, -0.004, -0.001], [-0.002, 0.007, 0.003], [0.000, -0.004, 0.007], [0.017, 0.003, -0.004], [-0.003, 0.002, 0.004], [0.002, -0.005, -0.001], [-0.001, 0.004, -0.007], [-0.055, 0.072, -0.058], [-0.002, 0.006, -0.006], [0.003, 0.007, 0.008], [-0.002, -0.003, 0.002], [-0.001, -0.002, -0.003], [-0.016, 0.008, 0.015], [0.099, 0.022, 0.015], [-0.013, 0.005, 0.020], [0.008, -0.003, 0.008], [-0.002, 0.000, -0.002], [-0.002, 0.001, 0.002], [-0.006, 0.010, 0.008], [0.012, 0.012, -0.001], [-0.025, 0.003, 0.101], [-0.107, 0.048, 0.064], [0.006, 0.002, 0.070], [0.105, -0.038, 0.058], [0.002, -0.027, -0.119], [0.022, -0.004, -0.019], [-0.010, -0.019, 0.001], [0.033, 0.034, -0.003], [-0.001, -0.041, -0.050], [0.006, 0.016, 0.010], [0.023, 0.008, 0.000], [-0.015, -0.019, 0.000], [-0.055, -0.003, -0.001], [0.013, -0.059, 0.113], [0.038, 0.110, -0.182], [0.001, 0.059, -0.037], [0.045, -0.004, 0.092], [-0.138, -0.025, -0.090], [0.004, 0.056, 0.095], [-0.032, -0.010, -0.013], [-0.001, -0.014, 0.037], [-0.016, 0.016, -0.070], [0.023, 0.009, 0.022], [-0.001, -0.006, -0.024], [-0.131, -0.035, 0.154], [0.057, 0.015, 0.110], [-0.092, 0.066, -0.016], [0.008, -0.075, 0.003], [0.050, -0.023, 0.004], [-0.047, 0.030, 0.013], [-0.028, 0.007, -0.142], [0.033, 0.028, 0.078], [0.053, 0.020, -0.027], [-0.017, 0.001, -0.003], [-0.005, 0.004, -0.003], [0.008, -0.002, -0.004], [0.005, 0.014, 0.016], [-0.003, -0.001, 0.000], [0.001, 0.000, -0.001], [0.004, 0.003, 0.004], [-0.023, 0.013, -0.032], [0.018, -0.026, 0.018], [-0.007, 0.016, -0.036], [0.006, -0.001, -0.001], [0.007, 0.007, -0.005], [-0.001, 0.002, 0.004], [0.004, 0.000, 0.004], [-0.004, 0.001, 0.003], [0.047, -0.022, 0.054], [0.001, 0.010, 0.010], [0.004, -0.005, 0.002], [0.002, -0.004, 0.001], [0.010, -0.029, -0.002], [-0.012, -0.040, 0.007], [0.009, -0.003, -0.027], [-0.015, -0.005, -0.008], [0.058, -0.011, 0.059], [-0.047, -0.036, 0.001], [-0.007, 0.062, -0.006], [0.045, -0.014, -0.065], [-0.005, -0.023, 0.038], [0.049, 0.014, -0.004], [-0.003, 0.010, 0.003], [0.002, -0.002, 0.003], [0.016, 0.017, -0.012], [-0.005, -0.002, -0.002], [0.009, -0.005, -0.018], [-0.029, -0.007, 0.008], [-0.006, 0.002, 0.000], [-0.014, -0.001, 0.017], [-0.005, -0.016, 0.025], [-0.026, 0.029, 0.009], [-0.031, 0.006, 0.009], [-0.096, 0.069, -0.023], [0.007, 0.009, -0.008], [-0.006, -0.004, -0.008], [0.002, 0.000, -0.005], [0.020, -0.003, -0.026], [0.001, 0.002, 0.010], [0.012, -0.008, -0.001], [-0.001, -0.002, -0.003]]}



{"formula": "C50H60N5Ru", "method": "the ωB97M-V functional and the def2-TZVPD basis", "e_lumo_ev": [-0.42, -0.31], "s_squared": 0.781, "e_homo_ev": [-5.66, -5.62], "spin_multiplicity": 2, "homo_lumo_gap_ha": [0.193, 0.195], "species": ["Ru", "C", "N", "C", "C", "C", "C", "C", "C", "C", "C", "H", "H", "H", "H", "H", "H", "H", "H", "H", "H", "H", "H", "C", "C", "C", "C", "C", "C", "C", "C", "C", "C", "C", "C", "N", "C", "C", "N", "C", "C", "C", "C", "C", "C", "C", "C", "C", "C", "C", "C", "C", "C", "C", "C", "C", "C", "C", "C", "C", "C", "H", "H", "H", "H", "H", "H", "H", "H", "H", "H", "H", "H", "H", "H", "H", "H", "H", "H", "H", "H", "H", "H", "H", "H", "H", "H", "H", "H", "H", "H", "H", "H", "H", "H", "H", "H", "H", "H", "H", "H", "C", "C", "C", "C", "N", "N", "C", "H", "H", "H", "H", "H", "H", "H", "H"], "coordinates": [[0.0724, 0.2886, -0.1171], [-0.2393, 3.6847, 1.3721], [-1.0210, 2.4620, 1.2429], [-1.4006, 1.9897, 2.5700], [-2.2119, 2.7463, 0.4341], [-2.0237, 2.4771, -1.0422], [-2.7771, 3.2049, -1.9553], [-2.7175, 2.9202, -3.3092], [-1.8736, 1.9204, -3.7622], [-1.0930, 1.2159, -2.8562], [-1.1723, 1.4579, -1.4847], [-0.7896, 4.4552, 1.9388], [-0.0092, 4.0819, 0.3848], [0.6942, 3.4847, 1.8978], [-2.0562, 2.7047, 3.0933], [-0.5048, 1.8489, 3.1742], [-1.9145, 1.0326, 2.4888], [-2.5464, 3.7843, 0.5850], [-3.0161, 2.0944, 0.7799], [-3.4305, 3.9919, -1.6028], [-3.3211, 3.4818, -4.0086], [-1.8266, 1.6834, -4.8188], [-0.4051, 0.4636, -3.2354], [-2.3238, -1.8964, -3.5519], [-1.1610, -2.7212, -3.0004], [-1.3739, -4.1936, -3.3757], [0.1852, -2.2251, -3.4906], [0.4431, -2.1916, -4.8519], [1.6842, -1.8247, -5.3413], [2.7063, -1.5434, -4.4563], [2.4977, -1.5481, -3.0850], [3.7202, -1.3810, -2.2070], [3.5341, -0.4433, -1.0241], [4.2238, -2.7388, -1.7022], [1.2038, -1.8150, -2.5944], [0.8930, -1.6783, -1.2524], [0.6187, -2.7516, -0.5290], [-0.0795, -2.6904, 0.7187], [-0.5104, -1.5398, 1.2171], [-1.2035, -1.5380, 2.4207], [-2.6111, -1.5870, 2.4096], [-3.2818, -1.4512, 3.6120], [-2.5868, -1.3327, 4.8053], [-1.2047, -1.4061, 4.8167], [-0.4954, -1.5225, 3.6330], [1.0115, -1.6573, 3.6077], [1.6742, -0.3631, 4.0853], [1.4875, -2.8724, 4.4069], [-3.3165, -1.8439, 1.0958], [-4.7077, -2.4534, 1.2630], [-3.4115, -0.5641, 0.2648], [-0.2313, -4.0448, 1.2261], [-0.8617, -4.6469, 2.2950], [-0.7742, -6.0426, 2.4271], [-0.0886, -6.8394, 1.5407], [0.5410, -6.2648, 0.4131], [1.2503, -6.9252, -0.6169], [1.7531, -6.2099, -1.6774], [1.6010, -4.8192, -1.7985], [0.9482, -4.1394, -0.7935], [0.4349, -4.8826, 0.2955], [-3.2690, -2.3518, -3.2627], [-2.2837, -1.8567, -4.6365], [-2.2939, -0.8830, -3.1621], [-1.1954, -2.6469, -1.9100], [-1.4819, -4.3026, -4.4523], [-2.2823, -4.5620, -2.9013], [-0.5489, -4.8187, -3.0436], [-0.3342, -2.4717, -5.5491], [1.8621, -1.7801, -6.4066], [3.6965, -1.3233, -4.8305], [4.5070, -0.9575, -2.8452], [2.7593, -0.8218, -0.3519], [3.2473, 0.5416, -1.3807], [4.4683, -0.3600, -0.4666], [3.5258, -3.1683, -0.9870], [5.1877, -2.6087, -1.2105], [4.3544, -3.4400, -2.5247], [-4.3608, -1.4548, 3.6372], [-3.1277, -1.2098, 5.7320], [-0.6811, -1.3825, 5.7613], [1.3157, -1.8184, 2.5668], [1.4297, -0.1622, 5.1265], [1.3025, 0.4617, 3.4744], [2.7588, -0.4373, 3.9909], [1.2563, -2.7685, 5.4636], [2.5655, -2.9888, 4.3041], [1.0138, -3.7795, 4.0355], [-2.7034, -2.5605, 0.5353], [-5.4155, -1.7138, 1.6336], [-4.6848, -3.3021, 1.9445], [-5.0634, -2.8001, 0.2934], [-4.0030, 0.1824, 0.7942], [-3.8869, -0.7641, -0.6940], [-2.4019, -0.1604, 0.0626], [-1.4258, -4.0839, 3.0227], [-1.2707, -6.5047, 3.2688], [-0.0385, -7.9067, 1.6928], [1.3891, -7.9946, -0.5700], [2.2825, -6.7297, -2.4634], [1.9868, -4.3102, -2.6677], [5.0622, 2.5204, 2.0673], [3.8964, 2.4954, 1.1489], [3.6345, 3.2167, 0.0035], [2.4215, 2.7189, -0.4967], [1.9605, 1.7668, 0.3077], [2.8585, 1.6452, 1.2975], [1.7601, 3.0828, -1.7750], [5.7929, 3.2419, 1.7105], [5.5343, 1.5380, 2.1095], [4.7604, 2.7992, 3.0762], [4.2316, 3.9998, -0.4170], [2.7311, 0.9466, 2.0154], [2.3112, 3.8776, -2.2681], [0.7327, 3.3955, -1.6109], [1.7291, 2.2140, -2.4324]], "forces_ev_per_angstrom": [[-0.261, -0.657, 0.414], [0.296, 0.031, 0.000], [0.066, -0.616, -0.254], [-0.082, -0.072, 0.150], [-0.221, -0.268, -0.327], [0.119, 0.020, 0.187], [0.020, -0.011, 0.001], [-0.052, 0.048, -0.101], [0.090, -0.008, -0.131], [0.021, 0.157, 0.008], [1.121, -1.191, 0.480], [-0.036, -0.141, -0.094], [0.031, 0.001, 0.000], [0.029, -0.019, -0.051], [0.051, -0.002, -0.066], [0.015, -0.030, 0.016], [-0.016, 0.032, 0.044], [0.008, -0.100, 0.081], [0.017, 0.032, 0.088], [-0.068, 0.105, 0.046], [-0.049, 0.034, -0.033], [0.035, 0.039, -0.019], [-0.086, -0.024, 0.065], [0.147, 0.042, 0.229], [-0.257, -0.067, -0.009], [0.099, 0.100, 0.172], [0.069, 0.198, 0.395], [0.139, -0.068, -0.089], [-0.019, -0.025, -0.115], [-0.100, -0.015, -0.089], [-0.122, 0.085, 0.141], [0.149, -0.052, 0.288], [0.082, -0.105, -0.076], [0.053, 0.178, -0.171], [0.490, -0.139, -1.343], [-2.069, 1.418, 2.307], [0.267, 0.965, 0.098], [-0.124, 0.586, -0.214], [1.546, 1.526, -2.252], [-0.664, -0.113, 1.009], [0.373, -0.108, -0.305], [-0.025, 0.034, 0.151], [0.029, 0.032, 0.095], [-0.133, 0.020, 0.038], [0.120, 0.032, -0.610], [0.165, -0.011, 0.015], [-0.107, -0.254, -0.208], [-0.025, 0.135, -0.157], [-0.229, 0.131, -0.126], [0.283, -0.046, -0.050], [0.473, 0.001, -0.052], [-0.240, -0.765, 0.266], [0.121, 0.597, -0.389], [0.133, -0.639, -0.038], [-0.140, -0.014, 0.226], [-0.018, 0.439, -0.031], [0.073, 0.008, -0.166], [0.028, -0.497, 0.077], [-0.219, 0.558, 0.387], [0.298, -0.999, -0.244], [0.013, -0.096, -0.072], [-0.128, -0.037, 0.022], [-0.068, 0.036, -0.203], [-0.092, 0.048, -0.042], [-0.022, 0.043, -0.158], [-0.018, -0.042, -0.168], [-0.111, -0.047, -0.014], [0.007, -0.053, -0.048], [-0.098, -0.018, -0.025], [-0.007, -0.041, -0.060], [0.094, 0.038, -0.038], [-0.109, -0.057, 0.038], [0.253, 0.194, -0.097], [-0.030, 0.041, 0.112], [0.105, 0.059, 0.004], [-0.027, -0.046, 0.066], [0.063, -0.030, 0.075], [0.007, -0.107, -0.037], [-0.118, -0.028, -0.057], [-0.046, -0.031, 0.086], [0.105, 0.021, 0.106], [-0.052, 0.073, 0.227], [0.012, 0.105, 0.100], [0.031, 0.153, 0.081], [0.108, 0.058, 0.046], [-0.037, 0.003, 0.191], [0.103, -0.014, 0.032], [0.000, -0.048, 0.033], [-0.055, 0.074, 0.070], [-0.108, 0.019, 0.079], [-0.090, -0.079, 0.060], [-0.074, 0.002, -0.020], [-0.114, 0.067, 0.057], [-0.060, 0.010, -0.127], [-0.613, -0.127, 0.078], [-0.017, 0.077, 0.066], [-0.014, -0.056, 0.059], [-0.026, -0.147, 0.048], [0.007, -0.152, -0.019], [0.025, -0.094, -0.028], [0.045, 0.016, -0.076], [-0.053, -0.054, 0.112], [-0.071, 0.063, -0.215], [-0.024, -0.192, 0.301], [0.067, -0.144, 0.283], [-0.749, -0.339, -0.431], [0.260, 0.118, 0.104], [-0.115, -0.095, 0.071], [0.021, -0.006, 0.032], [0.066, 0.015, 0.034], [0.055, 0.020, 0.081], [0.180, 0.117, -0.098], [-0.047, 0.077, -0.139], [0.034, 0.084, -0.046], [-0.107, 0.039, -0.099], [-0.054, -0.017, -0.100]]}



Result set for relative energy (zero: lowest compared OMol25 entry of this formula, charge and spin): 9.7; 59.0 kcal/mol, one per record in the order listed.
Result set for largest force on an atom: 0.46; 3.41 eV/Å, one per record in the order listed.